One molecule with the formula C3H6N2O2. Source: the OMol25 dataset; level of theory: ωB97M-V/def2-TZVPD.

Properties
Highest occupied orbital energy, eV: -10.016
SMILES: [H]/N=C(/NC=O)OC
DFT total energy, eV: -10282.618
Total charge: 0

Structure (XYZ):
```
13
Properties=species:S:1:pos:R:3:forces:R:3
C -2.003046 -0.047475 -1.017262 -0.2 0.0 -0.4
O -0.817434 0.497713 -0.442815 0.0 0.3 -0.3
C 0.502919 0.165154 -0.326937 0.1 0.1 0.0
N 1.442688 0.123372 -1.173511 -0.7 -0.3 0.2
N 0.697348 0.077992 1.049967 -0.2 -0.3 0.2
C 1.817897 -0.166321 1.802170 0.1 -0.1 0.0
O 1.768593 -0.316403 3.003969 0.1 0.1 -0.6
H -2.715155 -0.162368 -0.191974 0.1 0.0 -0.3
H -1.965680 -0.993254 -1.566966 0.8 0.0 0.3
H -2.373068 0.684075 -1.738273 -0.1 0.0 0.2
H 1.100598 0.249832 -2.122996 0.0 0.0 0.1
H -0.178669 0.098907 1.539695 0.0 0.1 0.4
H 2.723011 -0.211226 1.184939 0.2 0.0 0.1
```
Forces are in eV/Å.

natural (NBO) population analysis, charges in e, atoms 1 to 8:
1 C -0.24
2 O -0.57
3 C 0.71
4 N -0.72
5 N -0.64
6 C 0.54
7 O -0.57
8 H 0.19



One molecule with the formula C19H29NO3. Source: the OMol25 dataset; level of theory: ωB97M-V/def2-TZVPD.

Properties
Highest occupied orbital energy, eV: -8.252
SMILES: CCC(=O)c1ccc(OC[C@H](O)CN(C)C2CCCCC2)cc1
DFT total energy, eV: -27806.003
Total charge: 0

Structure (XYZ):
```
52
Properties=species:S:1:pos:R:3:forces:R:3
C 3.664455 0.865800 5.432609 0.1 0.0 -0.1
C 4.681327 -0.113233 4.843975 0.0 -0.1 0.2
C 3.973841 -1.241304 4.120126 0.4 0.1 0.3
O 3.956076 -2.364600 4.578184 -0.1 0.0 0.0
C 3.271014 -0.915316 2.858959 -0.4 -0.3 -0.4
C 3.462747 0.262442 2.132533 -0.1 -0.2 0.1
C 2.768720 0.484450 0.966013 -0.2 0.0 -0.3
C 1.853730 -0.456206 0.479133 0.3 0.1 0.3
C 1.661515 -1.636095 1.195800 -0.2 0.0 -0.3
C 2.367830 -1.853856 2.360069 0.2 0.2 0.2
H 2.226035 -2.767973 2.917400 0.0 -0.1 0.0
H 0.970753 -2.391704 0.856316 -0.1 0.0 -0.1
O 1.249947 -0.124200 -0.687012 0.2 0.2 0.2
C 0.261691 -0.962361 -1.244513 -0.5 -0.4 -0.1
C -1.096084 -0.828622 -0.534440 0.5 0.5 0.4
O -2.000158 -1.808210 -0.990823 -0.1 -0.3 -0.3
H -1.598492 -2.681304 -0.920105 0.0 0.1 0.0
C -1.733305 0.559061 -0.775404 0.2 -0.5 0.0
N -1.541718 1.044009 -2.127078 0.0 0.1 0.0
C -0.605276 2.145242 -2.200187 0.0 0.0 0.0
H -0.966737 3.060699 -1.706726 0.0 0.0 0.0
H -0.404721 2.375290 -3.246065 0.1 0.1 0.0
H 0.329200 1.847804 -1.727877 0.1 0.1 0.0
C -2.737953 1.230760 -2.936563 -0.2 -0.2 0.1
C -3.768953 2.222595 -2.372471 0.2 0.1 -0.3
C -4.921509 2.400586 -3.356024 -0.2 -0.1 0.3
C -5.588350 1.059896 -3.646796 0.1 0.1 -0.3
C -4.568573 0.069935 -4.200894 -0.2 -0.1 0.3
C -3.411288 -0.112346 -3.223839 0.1 0.3 -0.4
H -3.778690 -0.552967 -2.297743 0.0 -0.1 0.1
H -2.670082 -0.797594 -3.636503 0.0 0.0 0.1
H -5.048221 -0.893112 -4.387102 0.0 0.0 -0.1
H -4.186031 0.442684 -5.154433 0.0 0.0 -0.1
H -6.403190 1.197077 -4.361132 -0.1 0.0 0.1
H -6.015443 0.660418 -2.724096 -0.1 0.0 0.1
H -5.653311 3.100539 -2.945695 0.0 0.1 -0.1
H -4.540669 2.825039 -4.288323 0.0 0.1 -0.1
H -4.163802 1.851927 -1.424383 0.0 0.0 0.1
H -3.290888 3.186589 -2.184110 0.0 0.0 0.1
H -2.381704 1.632585 -3.893865 0.0 0.0 0.0
H -1.300058 1.258289 -0.051617 -0.1 0.0 0.0
H -2.792776 0.445585 -0.539712 0.0 0.1 0.1
H -0.947118 -0.943190 0.553548 0.0 0.1 -0.2
H 0.591522 -2.010020 -1.247187 0.0 0.1 0.0
H 0.139597 -0.624584 -2.276434 0.0 -0.1 0.1
H 2.917794 1.387442 0.394646 0.0 0.1 -0.1
H 4.168987 1.007529 2.463191 0.1 0.1 0.1
H 5.356379 0.406012 4.162695 0.0 0.0 0.0
H 5.272477 -0.552757 5.649260 0.0 0.0 -0.1
H 4.178156 1.662300 5.966141 0.0 0.1 0.0
H 3.049561 1.307843 4.652165 -0.1 0.1 0.0
H 3.011132 0.349143 6.131968 -0.1 0.0 0.1
```
Forces are in eV/Å.

natural (NBO) population analysis, charges in e, atoms 1 to 8:
1 C -0.60
2 C -0.50
3 C 0.58
4 O -0.55
5 C -0.21
6 C -0.16
7 C -0.28
8 C 0.41



C24H19F12NO5Ru as an isolated structure. Source: the OMol25 dataset; level of theory: ωB97M-V/def2-TZVPD.

Properties
Highest occupied orbital energy (alpha / beta), eV: -8.625 / -8.594
2S+1: 5
DFT total energy, eV: -72116.584
Total charge: 0

Structure (XYZ):
```
62
Properties=species:S:1:pos:R:3:forces:R:3
Ru 0.664041 0.555908 -0.864707 0.8 0.5 0.2
C -5.197301 -2.706885 -2.121157 0.1 0.0 -0.1
C -3.884830 -2.207114 -1.581062 0.0 0.0 0.0
C -2.879662 -3.088623 -1.194045 -0.1 -0.1 -0.1
C -1.703375 -2.609673 -0.673103 0.3 0.1 0.0
C -1.465013 -1.233963 -0.514677 -0.3 -0.1 0.3
N -0.278533 -0.833211 0.148673 -0.1 0.2 -0.2
C 0.170492 -1.558795 1.246424 0.1 -0.2 0.0
C -0.757556 -2.280954 2.019258 0.0 0.1 -0.1
C -0.355309 -3.105154 3.043994 0.1 0.0 0.1
C 0.993585 -3.243860 3.349502 0.0 0.0 0.0
C 1.465565 -4.163893 4.441535 0.0 0.1 0.0
C 1.906725 -2.458820 2.647678 0.0 0.0 0.2
C 1.534843 -1.595894 1.632749 -0.1 0.1 -0.3
C 2.553194 -0.614945 1.030926 0.2 -0.2 0.3
O 2.343522 -0.288092 -0.291296 -0.6 0.5 -0.1
C 4.017965 -1.162659 1.058024 -0.2 -0.1 -0.2
F 4.804753 -0.421628 0.290561 0.1 0.1 -0.1
F 4.042307 -2.417138 0.585541 0.0 0.0 0.0
F 4.562851 -1.178184 2.284651 0.0 0.0 0.1
C 2.481005 0.655470 1.941507 -0.1 -0.2 -0.2
F 1.240336 1.174644 1.833713 0.0 0.1 0.1
F 2.666007 0.375832 3.234837 0.1 0.0 0.0
F 3.358801 1.579307 1.581234 0.1 0.1 0.0
C -2.422216 -0.328359 -1.020488 0.2 0.2 0.1
C -3.618795 -0.846622 -1.508658 0.0 -0.1 -0.1
C -2.159845 1.184363 -1.157871 -0.2 0.1 0.0
O -0.970046 1.639678 -0.622690 0.1 -0.5 -0.6
C -2.109364 1.515119 -2.690766 0.0 -0.3 0.2
F -3.272509 1.329553 -3.330262 0.0 0.0 0.0
F -1.205781 0.691568 -3.256444 0.0 0.0 0.0
F -1.719132 2.760244 -2.907399 0.1 0.2 0.0
C -3.256242 2.030319 -0.452091 0.1 -0.2 0.1
F -4.489422 1.848630 -0.945849 0.0 0.0 0.0
F -3.287891 1.701757 0.845587 0.0 0.0 0.0
F -2.984557 3.329173 -0.545507 0.0 0.1 0.0
H -5.508480 -3.620310 -1.613308 0.0 0.0 0.0
H -5.108744 -2.935012 -3.187224 0.0 0.0 0.1
H -5.980955 -1.958043 -2.006316 0.0 0.0 0.0
H -3.023517 -4.159068 -1.298082 0.0 0.1 0.0
H -0.923489 -3.298161 -0.374828 -0.1 0.0 0.0
H -1.811982 -2.167425 1.806977 0.0 0.0 0.0
H -1.099166 -3.646700 3.616692 0.0 0.0 0.0
H 0.697471 -4.889051 4.706545 0.0 0.0 0.0
H 1.718761 -3.595203 5.339105 0.0 0.0 0.0
H 2.361702 -4.702982 4.133264 0.0 0.0 0.0
H 2.943482 -2.518769 2.943824 0.0 0.0 0.0
H -4.372208 -0.172129 -1.879053 0.0 0.1 0.0
C 1.452152 5.077769 -1.413091 0.0 0.1 0.3
C 1.991612 3.671539 -1.249274 -0.2 -0.2 -0.3
C 3.492554 3.630046 -1.020014 0.1 0.1 0.4
O 1.361157 2.980694 -0.159805 0.3 0.2 0.3
C 1.740455 2.886908 -2.542455 -0.1 -0.1 0.0
O 1.885430 3.404629 -3.625237 -0.1 -0.4 0.2
O 1.429097 1.614871 -2.350221 -0.1 -0.3 -0.2
H 1.693571 5.682178 -0.534332 0.0 -0.1 0.0
H 0.365933 5.061603 -1.544543 0.1 0.0 0.0
H 1.893189 5.532925 -2.295820 0.0 0.0 0.0
H 3.751155 4.177685 -0.108241 -0.1 0.0 -0.1
H 4.003814 4.084441 -1.868161 0.0 0.0 0.0
H 3.827989 2.597017 -0.904893 0.0 0.1 0.0
H 0.430404 3.233448 -0.109829 -0.1 0.1 -0.1
```
Forces are in eV/Å.

natural (NBO) population analysis, charges in e, atoms 1 to 8:
1 Ru 1.64
2 C -0.63
3 C 0.00
4 C -0.20
5 C -0.21
6 C 0.17
7 N -0.45
8 C 0.20



A 2-piece molecular cluster, C17H27ClFN4O6S2 overall. Source: the OMol25 dataset; level of theory: ωB97M-V/def2-TZVPD.

Properties
Highest occupied orbital energy, eV: -10.624
DFT total energy, eV: -73204.784
Total charge: +1

Structure (XYZ):
```
58
Properties=species:S:1:pos:R:3:forces:R:3
C -0.711211 -2.205737 2.121138 -0.5 0.8 -0.8
C 0.318719 -1.164326 1.483306 -0.3 -0.9 1.5
N 1.460987 -1.945684 0.882799 0.9 2.9 -0.9
C 1.361242 -1.951340 -0.598266 -0.8 -1.0 -1.7
C 0.321613 -3.069582 -1.096079 1.0 -0.1 0.4
C 2.715289 -1.295132 1.324869 -0.4 -1.0 1.6
S 3.383089 -1.854171 2.736244 -0.6 0.8 -1.7
S 3.554935 0.041205 0.374373 0.2 0.0 0.0
C 2.715575 1.654899 0.754478 -0.6 0.0 -0.1
C 1.660276 2.053089 -0.399594 0.5 0.1 1.5
C 0.472158 2.825842 0.317040 0.0 0.5 -0.4
C -0.975519 2.591517 -0.307115 -0.2 0.5 -0.1
C -1.375826 3.837367 -1.213744 -0.5 0.5 0.1
C -0.298014 4.171036 -2.337618 -0.2 0.0 -0.2
O -0.241661 5.241975 -2.890499 -0.3 -1.2 1.0
C -2.052947 2.465455 0.852481 -0.5 0.4 0.8
Cl -2.081130 3.443961 2.360149 0.3 -1.2 -2.3
N -3.000071 1.571528 0.698735 1.4 1.4 -0.4
C -4.120294 1.351231 1.674815 -1.2 1.0 -0.3
O -5.187429 0.592219 1.060897 2.8 -0.1 0.5
O -6.343674 1.066535 1.637431 -1.7 0.9 0.8
C -2.746995 0.858343 -0.575436 0.4 -3.8 -0.7
N -3.837526 0.830416 -1.599623 0.3 -1.3 2.1
C -4.231762 -0.367229 -1.723749 1.0 1.3 -2.0
O -4.456833 -1.420700 -2.142035 -0.4 0.6 1.0
C -1.291626 1.282081 -1.140840 -2.3 0.0 -0.5
F -1.588249 1.431738 -2.532446 1.4 0.6 1.7
H -0.215046 -3.214076 2.224333 -0.6 1.3 0.0
H -1.605516 -2.277833 1.422996 1.0 -0.3 0.8
H -1.101037 -1.808524 3.099760 0.5 -0.6 -0.8
H 0.703105 -0.510236 2.325264 -0.3 -0.8 -1.0
H -0.174627 -0.471867 0.738516 0.5 -0.8 0.5
H 0.998990 -0.973809 -1.046240 0.5 -0.7 0.6
H 2.362601 -2.198917 -1.067481 -1.6 0.5 0.9
H 0.615039 -4.016718 -0.540285 -0.7 1.1 -0.7
H -0.751786 -2.780221 -0.899068 1.1 -0.4 -0.1
H 0.452450 -3.277026 -2.204782 -0.2 0.4 1.3
H 2.225193 1.524708 1.762062 0.4 0.2 -1.1
H 3.493709 2.466063 0.879343 -0.7 -1.2 -0.2
H 2.157607 2.752281 -1.137322 -0.6 -1.0 0.7
H 1.375999 1.084770 -0.890120 0.1 1.2 0.3
H 0.442402 2.648093 1.436753 0.1 -0.1 -1.4
H 0.692362 3.936965 0.200554 -0.4 -1.3 0.3
H -2.374610 3.646622 -1.712105 1.1 0.2 0.3
H -1.513647 4.757633 -0.573158 0.3 -0.9 -0.6
H 0.403103 3.329996 -2.644146 -0.6 0.6 0.4
H -3.767680 0.878626 2.636504 0.0 0.4 -1.1
H -4.555895 2.386626 1.854324 0.6 -1.3 0.0
H -6.289154 0.949421 2.613986 0.1 -0.5 -0.6
H -2.548759 -0.228622 -0.298061 -0.4 1.3 0.3
H -0.602683 0.399609 -1.090328 -0.5 1.2 0.2
C 5.744863 -4.639921 -1.191470 0.2 -0.2 0.0
N 4.423151 -4.178173 -0.690274 0.0 -0.3 0.2
O 3.825484 -4.909496 0.071414 0.0 0.4 -0.3
O 4.032406 -3.088849 -1.084258 0.5 -0.5 0.1
H 5.960420 -5.614479 -0.761515 -0.1 0.1 0.0
H 5.680937 -4.701659 -2.276178 0.0 0.1 0.1
H 6.487506 -3.907522 -0.880728 -0.1 0.0 -0.1
```
Forces are in eV/Å.

natural (NBO) population analysis, charges in e, atoms 1 to 8:
1 C -0.63
2 C -0.22
3 N -0.52
4 C -0.25
5 C -0.63
6 C -0.11
7 S 0.14
8 S 0.21



Look up the total charge of the second one.
0



Which value of total charge does entry 3 give?
0



The highest total charge belongs to which entry?
C17H27ClFN4O6S2



Which value of total charge does entry 3 give?
0